1.
15
Properties=species:S:1:pos:R:3 method="wB97M-V/def2-TZVPD" charge=-1 e_tot_ev=-17662.5264 homo_energy_ev=-4.18
C 1.11 -0.32 0.24
C 0.04 -0.70 -0.42
C 2.48 -0.97 -0.01
C -1.53 1.60 0.08
O -2.88 -0.43 -1.18
O -2.63 -0.41 1.38
P -2.13 -0.13 0.03
H 1.18 0.43 1.06
H 0.13 -1.43 -1.24
H 3.32 -0.37 0.59
H 2.72 -1.09 -0.99
H 2.47 -1.97 0.27
H -0.55 1.54 0.50
H -1.53 2.01 -0.98
H -2.20 2.24 0.68



2.
18
Properties=species:S:1:pos:R:3 method="wB97M-V/def2-TZVPD" smiles="CSP1([S-])(SC)CC(=O)O1" charge=-1 e_tot_ev=-50169.1161 homo_energy_ev=-4.83
C -0.91 -1.68 0.25
S -0.72 -0.10 -0.65
P 1.28 0.15 0.35
S 1.15 -0.19 2.27
S 1.37 2.28 -0.24
C -0.22 2.74 0.63
C 2.17 -1.35 -0.75
C 3.50 -0.55 -0.62
O 4.54 -0.99 -1.04
O 3.30 0.38 0.23
H 0.03 -2.10 0.18
H -1.74 -2.22 -0.23
H -1.31 -1.53 1.16
H 0.04 3.81 1.08
H -0.31 1.90 1.32
H -1.10 2.77 -0.18
H 1.80 -1.60 -1.78
H 2.27 -2.19 -0.15



3.
15
Properties=species:S:1:pos:R:3 method="wB97M-V/def2-TZVPD" charge=0 e_tot_ev=-19203.5213 homo_energy_ev=-9.44
C 0.07 0.37 -0.59
C 0.10 -0.65 0.57
C -1.15 2.22 -0.26
C -0.22 -2.08 0.23
O 2.54 -0.66 -0.72
O 2.17 1.12 0.99
S 1.64 0.12 0.10
H -0.20 0.02 -1.57
H -0.30 -0.28 1.51
H -0.95 2.76 -1.16
H -0.69 2.58 0.63
H -2.13 1.79 -0.16
H 0.44 -2.40 -0.58
H -1.25 -2.18 -0.10
H -0.06 -2.73 1.09



4.
15
Properties=species:S:1:pos:R:3 method="wB97M-V/def2-TZVPD" smiles=OCC1(CO)CS1 charge=0 e_tot_ev=-19206.7892 homo_energy_ev=-8.92
O -1.70 -0.97 -0.02
C -0.60 -0.84 -0.89
C 0.37 -0.06 -0.02
C -0.15 1.26 0.57
O -0.28 2.15 -0.51
C 1.26 -0.93 0.79
S 2.04 -0.10 -0.59
H -2.51 -1.05 -0.53
H -0.22 -1.83 -1.13
H -0.84 -0.34 -1.82
H -1.16 1.08 1.00
H 0.48 1.59 1.43
H 0.61 2.56 -0.64
H 1.56 -0.52 1.76
H 1.13 -1.99 0.62



Across the entries above, relative energy (zero: lowest compared OMol25 entry of this formula, charge and spin) takes the values 100.8 52.0 470.5 155.2 kJ/mol, respectively.
Across the entries above, E_LUMO takes the values 3.870 3.046 0.149 0.765 eV, respectively.